Entry from the OMol25 dataset: one molecule with the formula C6H6N2O2 in a non-equilibrium geometry (the ωB97M-V functional and the def2-TZVPD basis).

Geometry as ORCA input:
```
! wB97M-V def2-TZVPD RIJCOSX def2/J DEFGRID3
* xyz 0 1
C -0.3432 -1.4015 1.4599
C -0.6727 -1.8233 0.4270
C 1.2987 -0.3236 -0.5588
C 1.4487 1.0847 -0.1663
C 0.4250 1.8311 0.2113
C -1.2377 0.0897 -0.4400
H 0.2355 -1.2521 2.4063
H -1.2645 -2.3959 -0.4181
H -0.0828 -1.5548 -1.1916
H 2.4345 1.5413 -0.0112
H 0.4242 2.8342 0.7229
H -1.6145 2.2145 -0.1846
N -0.0749 -0.6237 -0.6393
N -0.9042 1.2621 0.2556
O 2.1659 -1.2503 -0.7673
O -2.2379 -0.2322 -1.1057
*
```

Output
- Kohn-Sham gap: 7.44 eV
- HOMO energy: -7.70 eV
- LUMO: -0.0097 Ha
- Maximum force: 0.1909 hartree/bohr

Entry from the OMol25 dataset: one molecule with the formula C3H3ClN2O2 in a non-equilibrium geometry (the ωB97M-V functional and the def2-TZVPD basis).

Geometry as ORCA input:
```
! wB97M-V def2-TZVPD RIJCOSX def2/J DEFGRID3
* xyz 0 1
N 0.0880 1.1676 -1.4271
C -0.1251 0.3095 -0.3730
N -0.8735 0.7612 0.7266
O -0.6956 -0.1081 1.7687
C 0.1237 -1.1729 1.3364
O 0.3699 -2.0604 2.0853
C 0.3804 -0.9107 -0.0887
Cl 1.2678 -2.0582 -1.0274
H 0.5864 0.8049 -2.2506
H -0.7417 1.6220 -1.7530
H -0.3804 1.6452 1.0030
*
```

Output
- Kohn-Sham gap: 9.63 eV
- HOMO energy: -9.20 eV
- LUMO: 0.0157 Ha
- Maximum force: 0.0588 hartree/bohr
- Structure (SMILES): Nc1[nH]oc(=O)c1Cl

Entry from the OMol25 dataset: a 11-piece molecular cluster, C64H153N8O12 overall in a non-equilibrium geometry (the ωB97M-V functional and the def2-TZVPD basis).

Geometry as ORCA input:
```
! wB97M-V def2-TZVPD RIJCOSX def2/J DEFGRID3
* xyz 5 1
C -36.3714 14.9065 -7.0561
C -35.4275 15.9499 -7.6446
C -34.1705 16.1163 -6.9003
O -33.3458 16.9045 -7.7483
C -32.0423 17.0798 -7.1641
N -35.0886 15.7270 -9.1473
H -34.6719 14.8160 -9.3769
H -35.9357 15.7790 -9.7276
H -34.4068 16.4447 -9.3962
H -36.4900 15.1079 -5.9716
H -35.9157 13.8835 -7.0875
H -37.3762 14.9506 -7.5647
H -35.9114 16.9340 -7.6145
H -33.5631 15.2957 -6.5759
H -34.3749 16.7324 -6.0461
H -31.4359 17.6918 -7.7824
H -31.5053 16.1398 -7.0763
H -32.1988 17.5603 -6.1846
C -32.6538 19.2646 0.2361
C -32.6085 17.7919 0.6260
C -33.2368 17.8002 2.0286
O -32.4495 18.5334 3.0176
C -33.2366 19.0259 4.0449
N -33.2919 16.8715 -0.2730
H -33.7864 14.7831 -2.3329
H -33.1088 15.9311 0.1541
H -34.2549 17.0671 -0.2084
H -32.2197 19.9382 0.9828
H -33.7670 19.4657 0.2142
H -32.3694 19.4198 -0.8106
H -31.5040 17.6085 0.6298
H -33.3789 16.7858 2.4808
H -34.2107 18.2815 1.9376
H -33.7816 19.9632 3.7771
H -32.6514 19.1677 5.0054
H -33.9575 18.2481 4.2997
C -20.0524 21.4571 -2.5605
C -19.5676 20.2943 -1.7040
C -20.5336 19.1396 -1.8103
O -21.7087 19.5248 -1.1727
C -22.9297 19.0986 -1.7755
N -18.2233 19.8657 -2.1797
H -18.4456 19.5082 -3.0824
H -17.4883 20.6024 -2.3548
H -17.8773 19.1123 -1.5951
H -19.7335 22.3886 -2.0759
H -21.1566 21.3998 -2.6756
H -19.5255 21.4633 -3.5435
H -19.5497 20.5685 -0.6777
H -20.1284 18.2377 -1.2695
H -20.6385 18.8461 -2.8640
H -23.6050 19.8551 -1.3735
H -23.1261 18.0630 -1.6154
H -22.9186 19.2300 -2.8494
C -21.1830 12.9960 3.4427
C -21.7494 12.8065 2.0128
C -21.1908 11.6457 1.2040
C -21.6843 11.4985 -0.2062
N -22.2963 10.1802 -0.6469
C -22.6394 10.2287 -2.0666
C -24.0808 10.8262 -2.0215
C -24.7104 10.2952 -0.7594
C -23.5700 10.0529 0.2056
C -21.4388 9.0088 -0.2750
C -20.0411 9.0057 -0.8617
C -19.2063 7.9195 -0.1114
H -21.2759 12.1178 4.1074
H -21.6931 13.8241 3.9594
H -20.1618 13.1722 3.4426
H -21.7150 13.7397 1.4864
H -22.8150 12.6003 2.2510
H -21.4219 10.7734 1.7269
H -20.0973 11.7223 1.2416
H -20.8022 11.5886 -0.8620
H -22.4378 12.2445 -0.4161
H -22.6336 9.1499 -2.4062
H -21.9314 10.8099 -2.6313
H -24.6624 10.4675 -2.8929
H -24.0514 11.9060 -2.0469
H -25.1335 9.2926 -0.9754
H -25.5218 10.9062 -0.4172
H -23.5656 9.1172 0.7013
H -23.5604 10.7950 1.0186
H -21.9998 8.1517 -0.5645
H -21.4133 9.0649 0.8163
H -19.6133 9.9810 -0.8282
H -20.1775 8.7812 -1.9562
H -18.3390 7.6808 -0.7630
H -19.8722 7.0881 0.1915
H -18.7749 8.3964 0.7421
C -31.3910 8.6752 -0.2568
C -31.7245 8.2028 1.2238
C -31.0669 9.0533 2.2751
C -31.3772 10.5633 2.0934
N -31.3962 11.3555 3.3954
C -31.2086 12.7707 3.0956
C -30.7879 13.2970 4.4619
C -29.8874 12.1797 5.0593
C -30.1463 10.9851 4.1904
C -32.6333 11.0451 4.2176
C -33.9540 11.4360 3.5219
C -35.0554 11.1807 4.5059
H -31.7416 7.9429 -0.9833
H -30.3161 8.7837 -0.4534
H -31.8235 9.6918 -0.3916
H -31.4215 7.1608 1.4046
H -32.7952 8.1190 1.2326
H -30.0136 8.8823 2.4043
H -31.5445 8.8712 3.2684
H -32.3486 10.7192 1.6810
H -30.6283 10.9861 1.4392
H -32.1082 13.1685 2.5712
H -30.3293 12.8327 2.4706
H -31.6519 13.5337 5.1291
H -30.1974 14.2314 4.3265
H -30.1397 11.9231 6.0835
H -28.8216 12.4796 5.1038
H -30.2910 10.0084 4.6962
H -29.2850 10.9353 3.4690
H -32.5262 11.5661 5.1542
H -32.6962 9.9644 4.4190
H -34.1232 10.8293 2.6278
H -34.0313 12.4875 3.2379
H -35.9902 11.1689 3.9257
H -35.0729 11.9146 5.2755
H -35.0425 10.1800 4.9465
C -27.5972 19.7467 7.5385
C -28.1044 19.4609 6.1455
N -27.5267 18.1673 5.4225
C -28.1857 18.1794 4.0140
C -26.0506 18.4828 5.3455
C -25.2642 17.6317 4.3199
C -27.9097 16.8041 6.1211
C -29.3080 16.6471 6.7129
O -30.2376 16.7823 5.7188
C -31.5250 16.6444 6.1155
H -27.5352 18.8105 8.1596
H -28.1857 20.4874 8.1118
H -26.5754 20.0957 7.4367
H -27.9337 20.3433 5.4374
H -29.1610 19.3673 6.0791
H -27.9555 19.0516 3.4406
H -29.2580 18.1973 4.1684
H -27.9407 17.1908 3.5868
H -25.6656 18.3162 6.3783
H -26.0410 19.5091 5.0347
H -24.2605 18.1162 4.2627
H -25.7374 17.6417 3.3454
H -25.2424 16.6204 4.6868
H -27.2197 16.6690 6.9009
H -27.7353 16.0516 5.3528
H -29.5205 17.3438 7.5497
H -29.3372 15.6451 7.0902
H -31.8408 17.4404 6.8429
H -31.7563 15.6710 6.5530
H -32.2500 16.7201 5.2497
C -29.1386 15.7540 -1.1317
C -28.8094 14.2916 -1.1975
N -28.1900 13.8237 -2.5374
C -29.2604 14.0321 -3.5720
C -26.9356 14.6586 -2.9606
C -25.7449 14.7068 -2.0451
C -27.7217 12.4375 -2.2660
C -28.7804 11.3078 -2.3717
O -28.9295 10.8621 -3.6733
C -27.9805 9.9030 -3.9976
H -28.8386 16.0853 -0.1087
H -30.2069 16.0115 -1.2339
H -28.5444 16.3664 -1.7992
H -29.7217 13.7019 -1.1048
H -28.1334 13.9976 -0.3961
H -29.1551 15.0032 -4.0083
H -30.2325 13.8605 -3.1227
H -29.1035 13.2886 -4.3767
H -27.2958 15.6707 -3.1309
H -26.7429 14.1895 -3.9513
H -25.2267 13.6969 -1.9427
H -25.9184 14.9875 -1.0122
H -25.0963 15.4710 -2.4328
H -27.3042 12.4815 -1.2137
H -26.8995 12.0730 -2.9138
H -29.7412 11.7455 -1.9991
H -28.4801 10.5105 -1.6589
H -28.0381 9.0614 -3.3556
H -26.9299 10.2728 -4.0687
H -28.1069 9.4918 -4.9923
C -21.4824 18.6713 -11.3531
C -22.4514 18.0804 -12.3032
N -23.8551 18.6906 -12.1988
C -23.7408 20.0722 -12.7353
C -24.6256 17.9198 -13.2629
C -26.0865 18.3455 -13.3128
C -24.4634 18.6664 -10.8518
C -24.3352 17.3606 -10.1175
O -24.9845 16.3419 -10.8273
C -24.8556 14.9607 -10.4362
H -21.3278 19.7119 -11.5329
H -20.5163 18.2512 -11.6901
H -21.6102 18.4229 -10.3293
H -22.5072 16.9688 -12.1940
H -22.2647 18.2244 -13.3757
H -23.4329 20.0941 -13.7648
H -23.0133 20.6466 -12.1846
H -24.7080 20.5352 -12.6326
H -24.4960 16.8864 -13.0646
H -24.1025 18.1326 -14.2213
H -26.2289 19.4371 -13.2816
H -26.5312 17.8912 -12.4236
H -26.5994 17.9961 -14.2018
H -25.4969 19.0619 -10.9703
H -24.1056 19.4780 -10.1777
H -24.5786 17.4910 -9.0444
H -23.2486 17.1090 -9.9885
H -23.9416 14.5890 -10.9516
H -25.7135 14.4270 -10.8851
H -24.7964 14.8338 -9.3591
C -34.2053 11.6245 -2.9360
C -33.5426 12.9133 -2.3921
O -34.1556 14.0016 -2.8551
O -32.5616 12.9765 -1.6669
H -35.1890 11.8298 -3.3678
H -34.1847 10.8873 -2.0707
H -33.6168 11.1738 -3.7368
C -23.2259 16.6162 -5.4302
C -24.3236 17.3729 -4.5949
O -25.3785 16.7243 -4.3434
O -24.1007 18.5831 -4.3882
H -23.0790 17.2136 -6.3097
H -23.4395 15.5462 -5.5487
H -22.2833 16.7137 -4.9162
C -25.7542 13.6238 2.5386
C -26.8778 12.8332 1.9242
O -26.6184 12.3115 0.7615
O -27.9389 12.6979 2.5922
H -26.0053 13.9088 3.5553
H -25.5387 14.4922 1.9600
H -24.9383 12.9491 2.6403
*
```

Output
- Kohn-Sham gap: 7.31 eV
- HOMO energy: -14.59 eV
- LUMO: -0.2674 Ha
- Maximum force: 0.0702 hartree/bohr